Entry 1:
DFT (ωB97M-V/def2-TZVPD) results for 13 unconnected molecules or ions with the total composition C34H95BrIN26O18PS in a non-equilibrium geometry.

XYZ file:
```
177
Properties=species:S:1:pos:R:3:forces:R:3
C 7.638258 4.362817 3.302826 -0.143 1.087 -0.152
C 7.182275 4.002993 1.766626 -0.033 0.084 -0.034
C 8.070142 2.780620 1.080034 -1.096 0.427 -0.002
C 7.925310 1.339148 1.875847 -0.186 -0.268 -0.793
C 6.344869 1.044549 2.215011 0.452 0.530 0.649
C 6.022182 -0.480375 2.722682 -1.093 -0.432 -0.133
C 5.159487 -1.362949 1.593742 0.037 0.399 1.494
C 3.588835 -0.786023 1.576499 1.684 1.390 0.160
C 2.596907 -1.483763 0.512836 1.917 -1.414 -1.743
C 3.454542 -2.758269 -0.172244 -0.956 -1.018 -0.454
O 1.427042 -2.197476 1.021754 0.366 1.712 2.734
C 0.753916 -1.655198 2.163713 -1.664 1.189 -0.395
O -0.721657 -1.709862 1.892106 1.935 1.559 0.879
C -1.394691 -0.573220 2.560978 -0.537 0.114 1.225
C -3.005795 -0.466057 2.267098 -0.461 0.992 0.322
N -3.330146 1.042796 2.259328 -0.405 -0.406 -0.436
C -4.437763 1.348562 1.271229 -0.822 -0.280 0.244
C -4.897689 2.926109 1.219661 0.499 0.485 -1.058
C -4.334473 3.677496 -0.149856 0.566 0.051 0.136
O -6.382099 3.054122 1.289153 0.926 -0.176 -1.267
P 1.012853 -2.914723 3.627667 -4.091 -5.752 -0.529
O -0.107324 -4.048875 3.385839 4.358 3.990 1.311
O 0.686796 -2.223580 5.192343 1.063 -2.322 -1.441
O 2.554482 -3.711034 3.485180 -1.664 3.566 1.379
C 2.080376 -0.483462 -0.737684 -1.441 -0.464 1.747
I 0.313024 -1.678133 -1.480356 0.626 0.492 -0.493
C 1.294912 0.857127 -0.233254 -1.394 0.681 -0.571
C 2.107826 2.218781 0.018494 0.510 1.550 -0.864
C 1.880704 3.409011 -1.134724 -0.640 0.384 0.081
Br 1.358631 3.063311 1.722413 0.510 -0.628 -0.607
N 3.047270 -0.367949 -1.828106 -0.208 0.621 -0.396
S 4.574670 0.348276 -1.551952 0.452 0.398 0.177
C 2.630539 -0.324468 -3.238576 0.522 1.094 -3.373
C 1.612131 0.929090 -3.673537 0.160 -1.044 -1.265
H 7.804784 5.541906 3.343694 -0.309 -2.522 0.067
H 8.671669 3.873068 3.559283 -2.131 0.779 -0.312
H 6.794077 4.135337 4.111920 2.033 0.191 -1.777
H 7.359614 4.971714 1.119465 -0.400 -1.995 1.129
H 6.011352 3.776013 1.743356 2.631 0.394 -0.045
H 7.631885 2.650580 -0.022572 1.120 0.242 2.342
H 9.171354 3.178400 1.009393 -1.998 -1.023 0.138
H 8.274618 0.490184 1.115571 -0.537 1.749 1.713
H 8.602550 1.277384 2.849060 -1.525 0.178 -2.044
H 5.711903 1.348120 1.262727 1.200 -0.805 1.878
H 6.044020 1.782732 3.084513 0.483 -1.414 -1.794
H 5.330652 -0.443786 3.693129 1.554 0.027 -1.965
H 6.967959 -1.107976 3.029631 -1.653 1.469 -0.745
H 5.150864 -2.466358 2.022301 0.099 2.169 -1.280
H 5.695037 -1.267711 0.559182 -1.169 -0.386 1.985
H 3.731447 0.366967 1.300436 -0.610 -2.495 0.659
H 3.284400 -0.793713 2.704494 0.091 -0.139 -2.098
H 2.760784 -3.393616 -0.910253 1.225 1.709 1.640
H 3.749619 -3.556519 0.666979 -0.501 2.113 -1.773
H 4.354725 -2.414188 -0.826039 -1.565 -0.591 1.536
H 0.971229 -0.550027 2.469273 0.174 -1.967 -0.721
H -0.934913 0.485655 2.259840 -0.875 -2.330 0.604
H -1.284884 -0.780363 3.730673 -0.101 0.808 -2.300
H -3.677629 -0.905493 3.150406 1.692 0.249 -2.095
H -3.343223 -0.859604 1.214139 0.942 0.397 2.190
H -3.593181 1.369724 3.218268 0.137 -0.545 -1.309
H -5.377390 0.702005 1.615254 1.533 1.351 -1.156
H -4.057293 1.028222 0.196545 -0.921 0.540 2.274
H -4.478624 3.538429 2.128658 -0.869 -1.463 -1.556
H -3.539843 3.017900 -0.727773 -1.605 1.240 1.336
H -3.815912 4.703151 0.119588 -1.260 -2.309 -0.605
H -5.184535 3.923813 -0.922886 1.514 -0.494 1.665
H -6.773927 3.179195 0.371723 1.214 -0.234 1.586
H 0.457947 -3.031792 5.774493 0.303 1.553 -1.394
H 3.227652 -3.029768 3.795737 -0.683 -1.222 -0.522
H 0.592514 0.686649 0.718224 1.831 -0.109 -2.169
H 0.504430 1.095761 -1.100120 1.817 -0.412 1.960
H 3.252287 2.171525 0.201056 -2.185 -0.335 -0.178
H 1.046728 3.068569 -1.895897 1.850 0.632 1.476
H 2.883184 3.687363 -1.688853 -1.969 -0.803 1.021
H 1.472058 4.416377 -0.645810 1.020 -2.331 -0.946
H 4.687946 1.666451 -2.088215 -0.966 -1.159 0.475
H 3.620568 -0.061495 -3.862480 -2.062 -0.752 1.526
H 2.294675 -1.358198 -3.735057 0.301 2.265 1.621
H 0.528122 0.809993 -3.254908 2.181 0.384 -0.689
H 1.509008 0.811803 -4.858170 0.155 0.236 2.470
H 2.102177 1.978025 -3.508135 -0.872 -2.056 0.005
C -1.737296 -0.295681 -4.910118 0.019 -0.752 0.346
O -1.414599 0.145747 -3.818450 -0.138 0.399 0.213
N -1.756038 -1.612230 -5.185586 -0.388 -0.354 0.307
N -2.102905 0.494977 -5.935213 -0.279 1.575 -1.004
H -2.018815 -1.994791 -6.078240 0.098 0.115 0.191
H -1.487625 -2.242393 -4.441144 0.125 0.066 -0.478
H -2.102369 1.493050 -5.769967 -0.067 -0.451 -0.112
H -2.371772 0.150074 -6.841263 0.042 0.049 0.213
C -9.419477 0.403084 -1.234681 -0.131 -0.103 -0.384
O -9.527035 -0.203695 -2.288713 -0.157 -0.246 -0.219
N -8.324028 0.323186 -0.458058 1.295 -0.443 0.484
N -10.386817 1.205780 -0.755558 -1.129 0.763 0.026
H -8.216917 0.815199 0.412967 0.040 -0.037 -0.103
H -7.571908 -0.270559 -0.782292 -0.184 0.215 0.108
H -11.228638 1.293865 -1.309667 0.232 -0.072 0.297
H -10.316600 1.713465 0.110177 -0.030 -0.145 -0.144
C -3.361924 7.227130 -1.389413 -0.214 -0.300 -0.561
O -4.148908 6.297752 -1.301982 -0.214 0.081 -0.029
N -3.088348 8.047783 -0.359257 -0.014 0.663 1.540
N -2.698013 7.513732 -2.523745 0.019 -0.096 -0.796
H -2.443460 8.818228 -0.411882 -0.128 -0.180 -0.019
H -3.567001 7.866866 0.513386 0.203 0.112 -0.341
H -2.875202 6.920183 -3.323596 0.251 0.413 0.353
H -2.046248 8.274677 -2.615063 -0.020 -0.301 -0.160
C 3.383595 -0.185281 7.521245 0.328 -0.349 -0.272
O 4.356914 -0.725844 7.020071 0.154 -0.079 -0.139
N 3.484922 0.857371 8.365132 0.635 1.152 0.896
N 2.122734 -0.583996 7.274497 -0.911 -0.704 -0.400
H 2.695251 1.315655 8.787780 0.158 -0.109 -0.099
H 4.416692 1.189021 8.577638 -0.389 -0.109 -0.069
H 2.002029 -1.366179 6.644356 -0.118 0.381 0.129
H 1.308758 -0.151539 7.677730 0.161 -0.070 -0.103
C -13.775200 -0.534567 -1.891552 0.357 -0.223 0.525
O -13.649092 -0.589794 -0.678383 -0.031 0.096 0.184
N -14.925726 -0.172923 -2.487403 -1.601 0.527 -0.246
N -12.774945 -0.830503 -2.740987 1.061 -0.322 -0.354
H -15.048887 -0.121503 -3.484610 0.046 -0.026 0.212
H -15.704083 0.058148 -1.883986 0.302 -0.096 -0.271
H -11.891458 -1.107658 -2.333439 -0.044 0.144 -0.270
H -12.859712 -0.790930 -3.742696 0.058 0.001 0.211
C 0.396296 -4.561020 -4.563213 0.122 0.208 0.177
O -0.075059 -3.444880 -4.412258 0.170 -0.227 0.109
N -0.347841 -5.622043 -4.923803 -1.194 -0.768 -0.426
N 1.701950 -4.829711 -4.382374 1.177 0.282 0.250
H 0.022125 -6.548680 -5.053050 -0.068 0.197 0.047
H -1.336111 -5.463113 -5.070119 0.376 -0.138 0.083
H 2.297468 -4.058517 -4.110205 -0.139 -0.289 -0.083
H 2.108504 -5.742188 -4.501846 -0.089 0.197 0.021
C -7.179761 -3.896447 -0.411623 0.052 0.052 -0.836
O -7.122280 -3.742342 -1.621449 0.038 0.015 -0.038
N -8.017457 -3.193796 0.372011 -1.018 1.026 0.503
N -6.410484 -4.782617 0.246058 1.007 -1.095 0.322
H -8.079235 -3.306539 1.369862 0.012 0.000 -0.197
H -8.614358 -2.515811 -0.083391 0.148 -0.231 0.170
H -5.765611 -5.332190 -0.306723 -0.244 0.233 0.265
H -6.443482 -4.923667 1.241643 0.027 0.022 -0.172
C -0.203704 6.251219 -4.532386 -0.162 0.415 0.043
O -0.675059 7.367359 -4.381431 0.011 0.233 -0.120
N -0.947841 5.190196 -4.892977 -1.120 -0.702 -0.400
N 1.101950 5.982528 -4.351548 1.406 0.207 0.300
H -0.577875 4.263559 -5.022223 -0.065 0.138 0.090
H -1.936111 5.349126 -5.039292 0.399 -0.160 0.022
H 1.697468 6.753722 -4.079379 -0.225 -0.340 -0.113
H 1.508504 5.070051 -4.471019 -0.092 0.141 0.040
C -3.776996 -5.965523 5.514828 -0.268 -0.424 0.204
O -4.893511 -5.986364 6.008480 -0.535 0.095 0.186
N -3.027919 -7.072571 5.363614 0.106 -0.769 0.072
N -3.195898 -4.833643 5.078022 0.224 1.515 -0.258
H -2.106575 -7.075470 4.959447 -0.128 -0.210 0.066
H -3.428220 -7.946223 5.679583 0.297 0.378 -0.164
H -3.726009 -3.977296 5.173464 0.238 -0.382 -0.063
H -2.277540 -4.796531 4.668858 0.025 0.033 -0.133
C -0.503704 -9.887875 4.593212 -0.147 0.560 0.054
O -0.975059 -8.771735 4.744167 0.097 -0.093 -0.008
N -1.247841 -10.948898 4.232622 -1.168 -0.801 -0.368
N 0.801950 -10.156566 4.774051 1.385 0.192 0.309
H -0.877875 -11.875535 4.103375 -0.070 0.201 0.031
H -2.236111 -10.789968 4.086306 0.384 -0.097 0.030
H 1.397468 -9.385372 5.046220 -0.208 -0.310 -0.121
H 1.208504 -11.069043 4.654579 -0.097 0.191 0.020
C 6.562630 -1.105841 -5.439863 -0.473 -0.473 0.282
O 5.775646 -2.035219 -5.352433 -0.102 -0.111 -0.039
N 6.836207 -0.285188 -4.409708 0.040 0.541 1.168
N 7.226542 -0.819239 -6.574196 0.538 -0.051 -1.552
H 7.481094 0.485257 -4.462333 -0.134 -0.134 0.015
H 6.357554 -0.466105 -3.537065 0.084 0.142 -0.176
H 7.049352 -1.412787 -7.374047 0.090 0.260 0.313
H 7.878306 -0.058294 -6.665513 -0.142 -0.159 0.038
C 7.884168 5.332690 -2.206823 -0.283 -0.634 0.034
O 7.384165 4.219017 -2.185369 -0.090 -0.158 -0.040
N 7.208617 6.440146 -1.850864 -1.093 0.903 0.446
N 9.155353 5.552002 -2.588423 1.385 -0.233 -0.489
H 7.603111 7.365612 -1.861900 -0.072 -0.189 0.012
H 6.248228 6.319262 -1.556946 0.382 0.075 -0.083
H 9.699108 4.744812 -2.864525 -0.188 0.347 0.126
H 9.584581 6.461588 -2.612732 -0.088 -0.183 0.015
```
Forces are in eV/Å.

Calculated values
lowest unoccupied orbital energy	0.0025	Eh
HOMO	-7.95	eV

---

Entry 2:
DFT (ωB97M-V/def2-TZVPD) results for a molecular structure, C27H39N2O5Ti in a non-equilibrium geometry.

XYZ file:
```
74
Properties=species:S:1:pos:R:3:forces:R:3
O -5.798138 -1.391328 -3.156238 -0.105 -0.059 -0.136
C -6.576322 -2.382670 -2.452948 0.100 0.057 0.114
C -7.517179 -2.570652 -3.637817 -0.101 -0.035 -0.106
H -7.030245 -1.974111 -1.547172 0.018 0.026 -0.022
H -5.975135 -3.253704 -2.182710 0.027 0.007 -0.019
C -6.652725 -1.509007 -4.346216 0.094 -0.018 0.217
H -8.549211 -2.275513 -3.465813 -0.031 0.025 0.010
H -7.496895 -3.554919 -4.098667 0.013 -0.038 -0.023
C -7.344716 -0.198411 -4.633345 -0.018 0.078 0.005
H -7.888719 0.150713 -3.757728 -0.029 -0.001 0.068
H -8.050859 -0.306754 -5.457237 -0.024 -0.042 -0.039
H -6.617519 0.565109 -4.907249 0.067 0.027 -0.016
C -5.852433 -2.008582 -5.524885 0.056 -0.022 -0.044
H -5.348590 -2.941918 -5.281304 0.022 -0.072 0.039
H -5.095263 -1.278419 -5.808171 0.036 0.073 -0.002
H -6.498737 -2.180459 -6.386329 -0.053 0.001 -0.016
Ti 1.486523 0.102116 -0.098285 0.748 0.328 0.679
C 3.513243 -0.952622 -0.735165 0.038 -0.103 0.187
C 3.172901 -1.402585 0.552199 0.283 -0.109 -0.416
C 1.987509 -2.165511 0.437346 -0.128 0.216 0.147
H 3.693367 -1.184090 1.467707 0.006 -0.274 -0.193
C 1.609960 -2.184905 -0.916404 -0.147 0.052 -0.072
C 2.535456 -1.420261 -1.644879 -0.111 0.096 -0.089
H 2.505229 -1.220790 -2.703060 0.008 -0.021 -0.085
H 4.366958 -0.346205 -0.980821 0.077 0.044 -0.022
H 1.450469 -2.607462 1.256407 -0.031 -0.100 0.135
H 0.732099 -2.662840 -1.317117 -0.074 -0.050 -0.052
C 2.762845 2.118242 -0.114412 0.101 -0.062 -0.368
C 2.533505 1.723920 -1.453800 0.011 0.103 0.008
C 1.149811 1.795462 -1.705953 0.013 -0.018 -0.033
H 3.282432 1.421083 -2.163351 0.066 -0.030 -0.049
C 0.528645 2.262006 -0.521712 -0.093 0.038 0.106
C 1.522489 2.469334 0.445140 -0.240 0.148 -0.386
H 1.352792 2.753510 1.466646 -0.026 0.322 -0.212
H 3.713096 2.139313 0.391675 -0.005 -0.005 -0.117
H 0.667166 1.578091 -2.643202 -0.049 -0.019 -0.060
H -0.529293 2.379624 -0.361507 -0.064 0.026 0.034
O -0.671736 -0.429534 -0.434843 0.033 -0.049 0.255
C -1.221320 -0.499903 -1.768466 0.059 0.075 0.057
C -2.357556 -1.499186 -1.692740 -0.032 -0.033 -0.109
H -0.425945 -0.787254 -2.451562 0.083 -0.050 -0.066
H -1.574718 0.494709 -2.045563 -0.026 0.064 0.024
C -2.840220 -1.324665 -0.258680 -0.094 0.009 0.024
H -1.984157 -2.511755 -1.846311 0.054 -0.081 0.013
H -3.125056 -1.305833 -2.438606 -0.086 0.018 -0.007
C -1.544706 -1.126132 0.496113 0.147 0.065 0.090
H -3.401873 -2.178630 0.112888 -0.017 -0.046 0.012
H -3.472336 -0.440812 -0.173679 -0.016 0.053 -0.005
H -1.074605 -2.073940 0.760110 0.063 -0.147 -0.074
H -1.615157 -0.520543 1.390964 0.003 0.143 0.045
C 5.509648 2.156559 2.158378 -0.067 0.076 -0.250
C 4.305842 2.686266 2.995837 -0.017 0.461 -0.125
C 3.471430 1.633269 3.816992 1.309 0.617 -0.904
C 4.298307 1.154326 5.089693 -0.207 -0.346 0.273
C 5.687059 0.515849 4.908986 0.324 -0.219 -0.034
C 2.212022 2.266720 4.372336 0.414 2.091 1.363
O 2.310736 3.142174 5.224116 -0.136 -0.496 -0.374
N 0.969924 1.917436 3.926162 0.397 0.175 0.938
C 0.754653 1.112222 2.842002 0.736 -0.754 -2.274
O -0.361458 1.091487 2.360914 -1.556 -0.183 -0.124
N 1.778665 0.464358 2.201102 -0.086 1.152 0.308
C 2.990616 0.479585 2.904730 -1.575 -2.115 4.111
O 3.352586 -0.596149 3.374308 1.143 -0.455 -1.421
H 6.394935 1.855037 2.724363 -0.398 0.058 0.166
H 5.875059 2.967416 1.488605 -0.448 -0.479 0.280
H 5.242054 1.280863 1.535184 0.037 0.398 0.218
H 4.674854 3.503380 3.652626 -0.383 -0.588 -0.159
H 3.613605 3.171326 2.283893 0.224 -0.084 0.275
H 4.471992 2.016779 5.771088 -0.609 -0.301 -0.666
H 3.673562 0.421065 5.644514 0.228 0.508 -0.364
H 6.452086 1.269005 4.657291 -0.341 -0.325 -0.138
H 6.034221 0.117426 5.886694 -0.416 0.092 -0.496
H 5.689204 -0.316773 4.176922 0.060 0.584 0.408
H 0.163267 2.409045 4.340018 0.740 -0.478 -0.439
```
Forces are in eV/Å.

Calculated values
lowest unoccupied orbital energy (spin up / spin down)	0.0120 / 0.0120	Eh
spin multiplicity	2
⟨S²⟩	0.756
HOMO (spin up / spin down)	-7.71 / -8.30	eV

---

no.,energy (eV)
1,-210664.8922
2,-64965.0902